Below is 2 unconnected molecules or ions with the total composition C2H5N3OS in a non-equilibrium geometry, with properties calculated with the ωB97M-V functional and the def2-TZVPD basis.

Orbital gap = 8.988 eV
Net charge = 0
Energy relative to the best compared isomer or geometry (same formula, charge and spin) = 169.7 kcal/mol
Lowest unoccupied orbital energy = 0.21 eV

Each line ends with the Mulliken charge.
Atoms and positions in Å:
C (-0.82610, 0.29327, -0.21774)  0.5123
C (2.37095, 1.17861, 0.29695)  -0.2923
H (-2.61912, -1.02583, -0.89922)  0.2811
H (-2.20280, -1.97174, 1.02477)  0.2545
H (0.52843, -1.21033, -0.00479)  0.4085
H (3.27907, 0.89608, 0.72876)  0.3005
H (2.17377, 2.32331, 0.43053)  0.2318
N (-1.75134, -1.89482, -0.12723)  -0.7621
N (-0.65472, -0.99186, 0.00855)  -0.0078
N (1.46378, 0.38008, -0.07066)  -0.4380
O (0.33519, 0.92379, -0.30898)  -0.0348
S (-2.09713, 1.09943, -0.86093)  -0.4538

Below is a molecular structure, H6O3Rb in a non-equilibrium geometry, with properties calculated with the ωB97M-V functional and the def2-TZVPD basis.

Orbital gap = 11.514 eV
Net charge = +1
Energy relative to the best compared isomer or geometry (same formula, charge and spin) = 127.6 kcal/mol
Lowest unoccupied orbital energy = -3.62 eV

Each line ends with the Mulliken charge.
Atoms and positions in Å:
Rb (-0.05482, 0.49629, 0.18872)  0.8294
O (1.26293, -0.48596, -0.91411)  -0.6100
H (1.89573, -0.99361, -0.40609)  0.3584
H (1.23923, -0.91763, -1.76812)  0.3440
O (-1.43777, 2.04994, -0.44019)  -0.6420
H (-1.20174, 2.93731, -0.71060)  0.3326
H (-2.14922, 2.17186, 0.18844)  0.3425
O (0.06788, -1.39682, 1.14812)  -0.6131
H (-0.39010, -2.21644, 0.96182)  0.3323
H (0.76788, -1.64494, 1.75201)  0.3260

Below is a molecular structure, C37H36N5PPtS3 in a non-equilibrium geometry, with properties calculated with the ωB97M-V functional and the def2-TZVPD basis.

Orbital gap (spin up / spin down) = 4.584 / 4.584 eV
Net charge = +2
Energy relative to the best compared isomer or geometry (same formula, charge and spin) = 85.0 kcal/mol
Lowest unoccupied orbital energy (spin up / spin down) = -8.57 / -8.57 eV

Each line ends with the Mulliken charge.
Atoms and positions in Å:
Pt (0.51100, -1.35789, 0.55323)  1.0643
N (4.10094, -2.24784, -2.09475)  -0.4137
C (2.91130, -2.25424, -1.47802)  0.6782
S (2.89697, -2.56723, 0.24808)  -0.1650
N (1.80725, -2.02294, -2.11585)  -0.9952
N (0.66544, -1.87871, -1.50699)  0.1270
C (-0.51475, -2.28738, -2.06059)  0.5582
C (-0.63807, -2.59356, -3.47078)  0.3371
C (0.02013, -1.84623, -4.45788)  -0.0821
C (-0.16189, -2.14743, -5.79178)  -0.9274
C (-0.96716, -3.21514, -6.17072)  -0.4508
C (-1.59392, -3.98745, -5.20326)  -0.9548
C (-1.43024, -3.68592, -3.87026)  -0.4551
C (-1.56024, -2.48353, -1.13421)  0.1884
C (-2.91071, -2.65676, -1.52032)  -0.5341
C (-3.85090, -3.00141, -0.58657)  -0.9226
C (-3.44235, -3.18790, 0.74360)  -0.5819
C (-2.13472, -2.89864, 1.08575)  -0.3291
N (-1.21687, -2.51694, 0.20219)  0.0262
H (4.90938, -2.56734, -1.58452)  0.2271
H (4.13974, -2.25249, -3.10185)  0.2474
H (0.64356, -1.01117, -4.17550)  0.4556
H (0.31013, -1.54073, -6.54916)  0.4310
H (-1.09093, -3.45565, -7.21310)  0.4293
H (-2.20084, -4.83291, -5.48712)  0.4230
H (-1.86948, -4.32457, -3.12163)  0.6930
H (-3.17043, -2.52806, -2.55847)  0.7450
H (-4.88008, -3.14903, -0.87494)  0.4955
H (-4.13440, -3.52830, 1.49496)  0.4794
H (-1.82039, -2.98841, 2.11585)  0.4350
C (4.54075, 0.10040, 1.51272)  -0.8416
C (4.25762, 1.40858, 0.85800)  1.0286
C (5.29756, 2.30208, 0.62479)  -1.0491
C (5.07593, 3.53851, 0.04564)  -0.8525
C (3.78844, 3.91317, -0.30624)  -0.9659
C (2.73459, 3.04480, -0.08570)  -0.9604
C (2.95911, 1.79264, 0.48940)  0.8552
P (1.53528, 0.75204, 0.94046)  1.9947
C (0.10324, 1.74357, 0.40045)  1.4749
C (-0.69227, 2.39846, 1.33931)  -1.9612
C (-1.73309, 3.20765, 0.92215)  -0.7935
C (-1.98696, 3.36580, -0.43096)  -0.9971
C (-1.19768, 2.72239, -1.36698)  -0.8696
C (-0.14946, 1.90349, -0.97087)  0.9177
C (0.73708, 1.27647, -1.99648)  -1.3508
C (1.54306, 0.82969, 2.74174)  0.4858
C (2.02401, 1.92693, 3.44845)  -0.6421
C (1.96252, 1.92221, 4.83059)  -0.7816
C (1.38789, 0.84252, 5.49105)  -0.7525
C (0.89623, -0.24195, 4.78804)  -1.0767
C (1.01305, -0.28693, 3.39712)  0.4205
C (0.73240, -1.53114, 2.65792)  -1.7182
H (5.59679, 0.01713, 1.75717)  0.5584
H (4.26975, -0.73129, 0.85630)  -0.1734
H (3.96498, -0.01606, 2.43175)  0.1432
H (6.29559, 2.02090, 0.92234)  0.4983
H (5.90245, 4.21112, -0.12081)  0.4247
H (3.59727, 4.88481, -0.73568)  0.4932
H (1.73134, 3.36272, -0.32794)  0.4977
H (-0.47498, 2.29456, 2.39271)  0.4028
H (-2.32755, 3.72743, 1.65816)  0.6808
H (-2.79433, 4.00007, -0.75639)  0.4948
H (-1.37253, 2.88022, -2.41949)  0.5799
H (0.18430, 1.05775, -2.90587)  0.4997
H (1.18744, 0.36121, -1.61153)  -0.0718
H (1.54890, 1.95042, -2.26662)  0.4380
H (2.44478, 2.76945, 2.91911)  0.5879
H (2.35528, 2.75711, 5.39071)  0.4715
H (1.34583, 0.83824, 6.56923)  0.4447
H (0.47859, -1.08687, 5.31300)  0.5261
H (-0.09213, -2.08552, 3.10462)  0.5930
H (1.63065, -2.16371, 2.65658)  0.8314
S (-2.20571, -0.17585, 2.43158)  -0.1973
C (-3.61084, 0.61553, 2.02995)  0.3020
N (-4.33174, 0.37686, 0.93848)  0.0414
C (-5.58218, 1.08701, 0.76881)  -0.7508
C (-5.58215, 2.24417, 1.76202)  -0.4746
S (-4.28680, 1.87768, 3.00228)  -0.0701
H (-4.10472, -0.38923, 0.32296)  -0.0150
H (-6.41479, 0.40102, 0.95118)  0.3827
H (-5.65981, 1.45794, -0.25554)  0.3396
H (-6.52833, 2.35015, 2.28460)  0.4223
H (-5.32217, 3.18946, 1.29038)  0.3056

Below is 2 unconnected molecules or ions with the total composition C4H4S4 in a non-equilibrium geometry, with properties calculated with the ωB97M-V functional and the def2-TZVPD basis.

Orbital gap (spin up / spin down) = 8.814 / 5.223 eV
Net charge = 0
Energy relative to the best compared isomer or geometry (same formula, charge and spin) = 46.3 kcal/mol
Lowest unoccupied orbital energy (spin up / spin down) = -0.28 / -2.05 eV

Each line ends with the Mulliken charge.
Atoms and positions in Å:
C (0.88696, 1.56311, 0.18742)  -0.2836
C (3.85996, -0.68685, -0.13102)  0.4548
C (0.34753, 0.31006, 0.54009)  0.0247
C (-0.56086, -0.32230, -0.58509)  -0.5371
S (1.25932, 2.61617, -0.88686)  -0.2274
S (4.59146, -0.09654, 1.10304)  -0.2323
S (3.10955, -1.27022, -1.35407)  -0.2039
S (-0.72958, -2.04025, -0.20394)  -0.1686
H (1.19090, -0.37173, 0.71293)  0.1500
H (-0.22812, 0.34397, 1.46736)  0.3309
H (-1.52766, 0.17499, -0.58661)  0.3691
H (-0.07431, -0.19488, -1.55246)  0.3234

Below is 3 unconnected molecules or ions with the total composition C8H18F6N2O7S2 in a non-equilibrium geometry, with properties calculated with the ωB97M-V functional and the def2-TZVPD basis.

Orbital gap (spin up / spin down) = 10.132 / 4.142 eV
Net charge = +1
Lowest unoccupied orbital energy (spin up / spin down) = -3.03 / -9.02 eV
Multiplicity = 2

Each line ends with the Mulliken spin population.
Atoms and positions in Å:
O (0.64429, 0.24793, -0.17576)  0.0004
H (0.50729, -0.00333, 0.74059)  0.0008
H (0.35460, 1.16307, -0.18930)  0.0047
H (0.16001, -0.27389, -0.81979)  -0.0261
C (-1.75909, -3.19218, -1.29532)  0.0118
F (-2.87057, -3.48218, -0.70332)  0.0065
F (-0.77007, -3.09403, -0.44330)  0.0001
F (-1.59000, -4.14622, -2.19277)  0.0062
S (-2.06177, -1.55385, -2.18714)  -0.0023
O (-2.56617, -1.97810, -3.45206)  -0.0010
O (-2.97762, -0.81942, -1.27179)  0.0049
N (-0.44354, -0.98992, -2.09167)  0.3352
S (0.14627, -1.33719, -3.44626)  -0.0976
O (0.25409, -2.78865, -3.71683)  0.4266
O (-0.28264, -0.52616, -4.59330)  0.3416
C (2.05911, -0.94608, -3.05876)  -0.0106
F (2.89860, -1.34528, -3.97686)  -0.0003
F (2.24302, 0.41776, -2.84789)  -0.0007
F (2.33226, -1.69944, -2.03103)  -0.0016
C (1.08676, 3.53970, -1.33410)  -0.0002
O (0.17130, 2.80547, -0.50068)  0.0007
C (-0.00052, 3.33571, 0.78271)  0.0001
C (-0.73489, 2.48877, 1.74640)  0.0001
N (0.12177, 1.45015, 2.29769)  0.0000
C (-0.75480, 0.57832, 3.06699)  0.0000
C (-0.07941, -0.71964, 3.36426)  -0.0001
O (0.72320, -1.17887, 2.23100)  0.0002
C (0.88524, -2.57519, 2.09278)  0.0000
H (2.08019, 3.66524, -0.90346)  0.0000
H (0.84855, 4.58020, -1.55479)  0.0000
H (1.21681, 2.84373, -2.16283)  0.0001
H (-0.60041, 4.21199, 0.53705)  0.0001
H (0.87482, 3.77982, 1.25667)  0.0000
H (-1.46544, 2.01601, 1.08997)  0.0000
H (-1.18153, 3.06449, 2.55706)  -0.0001
H (0.82180, 1.98382, 2.79294)  0.0000
H (-1.62380, 0.29882, 2.47133)  0.0000
H (-1.02489, 1.02541, 4.02368)  0.0001
H (-0.83498, -1.46720, 3.60583)  0.0000
H (0.43572, -0.52226, 4.30436)  0.0000
H (1.74941, -2.91313, 2.66471)  0.0000
H (1.05991, -2.84375, 1.05094)  0.0005
H (-0.05288, -3.10045, 2.27204)  0.0001

Below is a molecular structure, C11H6CrN2O6 in a non-equilibrium geometry, with properties calculated with the ωB97M-V functional and the def2-TZVPD basis.

Orbital gap (spin up / spin down) = 7.975 / 4.749 eV
Net charge = +2
Energy relative to the best compared isomer or geometry (same formula, charge and spin) = 0.0 kcal/mol
Lowest unoccupied orbital energy (spin up / spin down) = -8.65 / -11.88 eV
Multiplicity = 5

Each line ends with the Mulliken spin population.
Atoms and positions in Å:
O (-0.02216, 0.04906, -5.77901)  -0.0006
C (-0.02198, 0.25998, -4.65744)  0.0077
Cr (0.03780, 0.05142, 0.33785)  4.4564
O (1.95659, -2.27129, 0.52964)  0.1518
C (1.18709, -1.41769, 0.30708)  -0.2655
C (-1.11920, 1.54990, 0.53179)  -0.2380
O (-1.70525, 2.43466, 1.05361)  0.1432
C (-1.47782, -1.00743, 0.27021)  -0.2805
O (-2.49588, -1.56255, 0.40738)  0.1574
C (1.55747, 1.13201, 0.43570)  -0.2735
O (2.44486, 1.81976, 0.77362)  0.1618
N (0.60861, 2.48397, 6.11768)  0.0008
C (0.54702, 2.42122, 4.76865)  0.0023
O (0.70813, 3.38741, 4.01004)  0.0023
C (0.22556, 1.01989, 4.25934)  0.0012
C (0.05916, -0.20473, 4.96282)  0.0289
C (-0.14098, -1.46180, 4.37164)  -0.0022
C (-0.12958, -1.44698, 2.96565)  -0.0022
N (-0.02160, -0.27537, 2.31104)  -0.0988
C (0.12201, 0.92702, 2.88880)  0.0181
H (0.87702, 3.36104, 6.53276)  0.0001
H (0.64637, 1.63221, 6.64346)  0.0002
H (0.08510, -0.14588, 6.03968)  0.0014
H (-0.29469, -2.41089, 4.94450)  -0.0004
H (-0.20750, -2.30874, 2.31387)  0.0061
H (0.17786, 1.79390, 2.21803)  0.0221

Below is 2 unconnected molecules or ions with the total composition C5H6O2 in a non-equilibrium geometry, with properties calculated with the ωB97M-V functional and the def2-TZVPD basis.

Orbital gap (spin up / spin down) = 7.254 / 8.043 eV
Net charge = 0
Energy relative to the best compared isomer or geometry (same formula, charge and spin) = 125.9 kcal/mol
Lowest unoccupied orbital energy (spin up / spin down) = -1.10 / -0.76 eV

Each line ends with the Mulliken charge.
Atoms and positions in Å:
O (1.13932, 1.55696, 1.76799)  -0.6289
C (0.67336, 0.81042, 0.91377)  0.5968
C (1.42575, -0.28386, 0.27163)  -0.2541
O (0.70409, -1.11453, -0.42950)  -0.2930
C (-0.61138, -0.59027, -0.47435)  -0.0109
C (-1.49487, -0.54067, 0.78653)  -0.7436
C (-0.64806, 0.58795, 0.37796)  0.0388
H (2.42334, -0.63329, 0.52791)  0.4020
H (0.79358, 1.17236, -2.54944)  0.1911
H (-1.06495, -0.74899, -1.44610)  0.3681
H (-1.25419, -1.09734, 1.69242)  0.2458
H (-2.54888, -0.57902, 0.50934)  0.2579
H (0.46288, 1.46028, -1.94816)  -0.1699